# 1
ORCA calculation (ωB97M-V/def2-TZVPD) on a molecular structure, C21H25GeN3O4RhS.

Computed properties:
Net charge: +1
Multiplicity: 5
<S²>: 6.012
Highest occupied orbital energy (spin up / spin down): -11.40 / -12.36 eV
Energy relative to the best compared isomer or geometry (same formula, charge and spin): 89.1 kJ/mol
Lowest unoccupied orbital energy (spin up / spin down): -0.0933 / -0.1991 Ha
HOMO-LUMO gap (spin up / spin down): 8.9 / 6.9 eV

Last column: Löwdin spin population.
CARTESIAN COORDINATES (ANGSTROEM)
Rh1 -1.174 0.087 0.194  2.595
O1 -5.086 -0.769 -4.409  0.001
C1 -5.759 -0.520 -3.298  0.000
O2 -6.953 -0.396 -3.269  0.001
C2 -4.986 -0.433 -2.014  0.001
C3 -5.616 -0.326 -0.798  0.003
N1 -4.663 -0.293 0.147  0.007
N2 -3.432 -0.367 -0.379  0.081
C4 -3.614 -0.443 -1.691  0.004
C5 -2.380 -0.445 -2.536  0.012
O3 -2.453 -0.635 -3.736  0.022
O4 -1.278 -0.208 -1.899  0.163
H1 -4.110 -0.824 -4.252  0.000
H2 -6.671 -0.283 -0.576  0.001
H3 -4.784 -0.242 1.145  0.000
N3 0.825 0.650 -0.167  0.193
S1 2.185 -0.214 -0.245  0.032
C6 3.403 0.610 0.751  0.011
C7 3.703 1.950 0.532  0.003
C8 4.583 2.580 1.392  0.000
C9 5.149 1.876 2.453  0.002
C10 4.845 0.538 2.653  0.001
C11 3.960 -0.106 1.798  0.002
C12 2.812 0.054 -1.892  0.007
C13 4.177 -0.035 -2.133  0.001
C14 4.628 0.127 -3.433  0.001
C15 3.724 0.366 -4.462  0.000
C16 2.363 0.427 -4.203  0.000
C17 1.890 0.260 -2.908  0.002
H4 0.894 1.528 -0.679  0.006
H5 3.267 2.490 -0.301  0.000
H6 4.833 3.622 1.236  0.000
H7 5.834 2.377 3.124  0.000
H8 5.294 -0.007 3.473  0.000
H9 3.715 -1.153 1.939  0.000
H10 4.878 -0.214 -1.328  0.000
H11 5.687 0.067 -3.642  0.000
H12 4.086 0.497 -5.474  0.000
H13 1.660 0.595 -5.008  0.000
H14 0.824 0.266 -2.703  0.001
C18 -0.139 -1.614 1.993  0.055
Ge1 -1.707 -0.708 2.816  0.086
C19 -3.172 -1.964 2.588  0.000
C20 -1.388 -0.311 4.692  0.064
C21 -1.913 1.100 1.945  0.546
H15 -0.097 -2.646 2.343  0.007
H16 0.793 -1.103 2.228  0.000
H17 -0.217 -1.698 0.889  0.010
H18 -2.885 -2.869 3.125  0.000
H19 -3.318 -2.221 1.540  -0.001
H20 -4.111 -1.612 3.019  0.000
H21 -1.290 -1.252 5.235  0.007
H22 -2.235 0.246 5.089  0.000
H23 -0.482 0.280 4.817  0.000
H24 -1.187 1.807 2.342  0.037
H25 -2.918 1.513 1.937  0.037


# 2
ORCA calculation (ωB97M-V/def2-TZVPD) on a molecular structure, C21H25LiN3OP at a distorted geometry.

Computed properties:
Multiplicity: 1
Highest occupied orbital energy: -6.16 eV
Energy relative to the best compared isomer or geometry (same formula, charge and spin): 286.8 kJ/mol
Lowest unoccupied orbital energy: 0.0073 Ha
HOMO-LUMO gap: 6.4 eV

Last column: natural (NBO) charge in e.
CARTESIAN COORDINATES (ANGSTROEM)
Li1 -1.164 1.494 -0.901  0.683
C1 2.990 1.318 -1.345  -0.914
P1 1.215 1.494 -0.901  0.761
C2 1.164 0.375 0.548  -0.916
C3 1.193 3.172 -0.187  -0.345
C4 0.737 3.443 1.110  -0.141
C5 0.725 4.750 1.611  -0.220
C6 1.157 5.808 0.818  -0.205
C7 1.595 5.562 -0.480  -0.204
C8 1.607 4.256 -0.978  -0.193
H1 3.252 1.971 -2.183  0.243
H2 3.201 0.289 -1.651  0.226
H3 3.644 1.562 -0.502  0.228
H4 1.919 0.634 1.297  0.215
H5 1.350 -0.656 0.230  0.262
H6 0.179 0.395 1.024  0.237
H7 0.374 2.650 1.757  0.198
H8 0.371 4.938 2.621  0.213
H9 1.144 6.823 1.206  0.214
H10 1.921 6.385 -1.110  0.215
H11 1.938 4.098 -2.003  0.207
C9 0.928 -1.036 3.413  -0.630
C10 0.739 -1.716 2.089  -0.085
C11 -0.408 -2.479 1.831  -0.161
C12 -0.573 -3.110 0.595  -0.269
C13 0.401 -2.975 -0.417  0.174
N1 0.293 -3.634 -1.685  -0.635
C14 -0.838 -4.085 -2.322  0.782
O1 -0.692 -4.948 -3.176  -0.635
N2 -2.118 -3.647 -2.083  -0.635
C15 -2.550 -2.417 -1.482  0.134
C16 -3.926 -2.336 -0.925  -0.198
C17 -4.368 -1.186 -0.396  -0.234
C18 -3.477 -0.006 -0.392  0.086
N3 -2.293 -0.081 -0.901  -0.503
C19 -1.794 -1.291 -1.474  -0.044
C20 1.561 -2.233 -0.136  -0.318
C21 1.724 -1.601 1.100  -0.136
H12 0.070 -1.222 4.093  0.223
H13 1.024 0.060 3.259  0.215
H14 1.851 -1.416 3.899  0.223
H15 -1.173 -2.596 2.589  0.219
H16 -1.454 -3.716 0.446  0.224
H17 1.195 -3.918 -2.099  0.430
H18 -2.880 -4.205 -2.500  0.430
H19 -4.572 -3.208 -0.937  0.221
H20 -5.369 -1.119 0.019  0.227
H21 -3.823 0.931 0.031  0.238
H22 -0.808 -1.274 -1.921  0.217
H23 2.337 -2.135 -0.884  0.218
H24 2.621 -1.024 1.288  0.225
H25 -2.141 2.858 -0.901  -0.767


# 3
ORCA calculation (ωB97M-V/def2-TZVPD) on a molecular structure, C21H25N3O12V at a distorted geometry.

Computed properties:
Multiplicity: 2
<S²>: 0.769
Highest occupied orbital energy (spin up / spin down): -6.35 / -5.78 eV
Energy relative to the best compared isomer or geometry (same formula, charge and spin): 0.0 kJ/mol
Lowest unoccupied orbital energy (spin up / spin down): -0.0115 / -0.0119 Ha
HOMO-LUMO gap (spin up / spin down): 6.0 / 5.5 eV

Last column: Löwdin spin population.
CARTESIAN COORDINATES (ANGSTROEM)
V1 -0.336 0.217 0.297  0.928
C1 -3.622 0.622 0.246  0.000
C2 -3.023 1.276 1.476  0.001
O1 -1.879 0.547 1.937  0.001
C3 -2.204 -0.656 2.627  0.000
C4 -0.947 -1.481 2.716  0.000
O2 -0.468 -1.729 1.400  0.011
C5 -0.595 -3.081 0.924  0.000
C6 -0.816 -3.090 -0.567  0.000
O3 -1.979 -2.323 -0.820  0.003
C7 -1.964 -1.551 -2.008  0.001
C8 -2.959 -0.437 -1.793  0.001
O4 -2.564 0.295 -0.634  0.005
H1 -4.316 1.330 -0.223  0.000
H2 -4.183 -0.287 0.493  0.000
H3 -3.771 1.336 2.272  0.000
H4 -2.653 2.274 1.251  0.000
H5 -2.974 -1.212 2.084  0.000
H6 -2.572 -0.413 3.629  0.000
H7 -1.160 -2.421 3.230  0.000
H8 -0.166 -0.952 3.265  0.000
H9 -1.447 -3.542 1.430  0.000
H10 0.316 -3.631 1.173  0.000
H11 -0.951 -4.128 -0.891  0.000
H12 0.049 -2.665 -1.080  0.000
H13 -2.263 -2.150 -2.876  0.000
H14 -0.962 -1.145 -2.184  0.000
H15 -3.955 -0.860 -1.634  0.000
H16 -2.991 0.233 -2.656  0.000
C9 1.043 2.376 2.984  0.001
C10 1.850 1.422 2.178  0.005
N1 1.388 0.574 1.286  0.000
C11 2.465 -0.104 0.755  0.002
C12 3.605 0.331 1.352  -0.001
N2 3.200 1.314 2.239  0.003
C13 5.037 -0.058 1.216  0.000
O5 5.853 0.953 0.813  0.000
O6 5.472 -1.138 1.458  0.000
C14 2.175 -0.931 -0.463  0.002
O7 2.995 -1.693 -0.932  0.003
O8 0.979 -0.686 -0.912  0.005
H17 0.372 2.937 2.329  0.000
H18 1.686 3.074 3.518  0.000
H19 0.433 1.839 3.712  0.000
H20 3.797 1.824 2.870  0.000
H21 5.322 1.678 0.459  0.000
O9 -1.156 3.650 0.501  0.008
C15 -0.839 3.071 -0.538  0.008
O10 -0.274 1.927 -0.613  0.009
C16 -1.035 3.764 -1.870  0.000
C17 -0.637 3.151 -3.053  0.001
C18 -0.863 3.771 -4.271  0.000
C19 -1.490 5.003 -4.272  0.001
C20 -1.888 5.641 -3.113  0.000
C21 -1.654 5.007 -1.903  0.001
N3 -1.747 5.667 -5.570  0.000
O11 -2.284 6.755 -5.546  0.000
O12 -1.501 5.038 -6.579  0.000
H22 -0.145 2.188 -3.004  0.000
H23 -0.566 3.320 -5.206  0.000
H24 -2.367 6.607 -3.169  0.000
H25 -1.948 5.465 -0.969  0.000


# 4
ORCA calculation (ωB97M-V/def2-TZVPD) on a molecular structure, C21H25N3O2RuS4 at a distorted geometry.

Computed properties:
Net charge: -1
Multiplicity: 2
<S²>: 0.760
Highest occupied orbital energy (spin up / spin down): -2.82 / -2.91 eV
Energy relative to the best compared isomer or geometry (same formula, charge and spin): 57.7 kJ/mol
Lowest unoccupied orbital energy (spin up / spin down): 0.1015 / 0.1016 Ha
HOMO-LUMO gap (spin up / spin down): 5.6 / 5.7 eV

Last column: Löwdin spin population.
CARTESIAN COORDINATES (ANGSTROEM)
Ru1 0.400 -0.340 0.064  0.742
C1 -2.025 1.908 0.988  0.001
N1 -1.726 1.188 -0.238  0.029
C2 -2.829 0.312 -0.625  0.001
C3 -3.251 -0.735 0.398  0.000
C4 -2.156 -1.739 0.805  0.002
N2 -1.089 -1.741 -0.181  -0.003
C5 -1.066 -2.666 -1.068  0.008
C6 -0.194 -2.695 -2.219  0.001
C7 -0.115 -3.869 -2.976  0.000
C8 0.665 -3.940 -4.108  0.000
C9 1.368 -2.795 -4.508  0.000
C10 1.279 -1.616 -3.807  0.000
C11 0.496 -1.519 -2.637  0.001
O1 0.385 -0.391 -2.012  0.000
C12 -1.452 2.080 -1.371  0.002
C13 -0.337 3.101 -1.184  0.000
C14 1.059 2.524 -0.976  0.003
N3 1.095 1.724 0.234  0.037
C15 1.687 2.177 1.270  -0.001
C16 1.686 1.568 2.587  0.000
C17 2.501 2.148 3.563  -0.001
C18 2.503 1.711 4.871  0.000
C19 1.642 0.668 5.220  -0.001
C20 0.822 0.081 4.285  0.000
C21 0.822 0.490 2.931  -0.001
O2 0.014 -0.087 2.098  -0.001
H1 -2.936 2.522 0.887  0.001
H2 -1.191 2.551 1.256  0.000
H3 -2.146 1.204 1.808  0.000
H4 -2.526 -0.190 -1.545  0.000
H5 -3.719 0.922 -0.867  0.000
H6 -4.073 -1.282 -0.074  0.000
H7 -3.675 -0.265 1.287  0.000
H8 -2.596 -2.738 0.886  0.000
H9 -1.706 -1.469 1.760  0.000
H10 -1.801 -3.472 -0.991  0.000
H11 -0.667 -4.741 -2.638  0.000
H12 0.742 -4.860 -4.671  0.000
H13 2.005 -2.840 -5.384  0.000
H14 1.841 -0.738 -4.101  0.000
H15 -2.375 2.633 -1.627  0.001
H16 -1.203 1.436 -2.218  0.000
H17 -0.573 3.788 -0.366  0.000
H18 -0.320 3.711 -2.093  0.000
H19 1.786 3.342 -0.915  0.001
H20 1.336 1.866 -1.802  0.000
H21 2.215 3.134 1.194  0.002
H22 3.152 2.964 3.265  0.000
H23 3.155 2.164 5.606  0.000
H24 1.623 0.305 6.242  0.000
H25 0.167 -0.740 4.552  0.000
S1 3.203 0.087 -0.409  0.137
S2 4.004 -1.681 -1.073  0.021
S3 2.523 -3.088 -0.397  0.007
S4 1.572 -2.073 1.024  0.009